(1)
The following is a quantum chemistry calculation of a molecular structure, C30H78BBrF7N3O19S2, from the Open Molecules 2025 dataset.

XYZ file:
```
141
Properties=species:S:1:pos:R:3:mulliken_charge:R:1
C -2.906 -5.176 -1.364 -1.2413
C -1.652 -4.282 -1.131 -0.1615
B -1.748 -2.848 -1.835 0.6867
O -0.699 -2.347 -2.556 -0.7382
C -3.103 -1.997 -1.628 -0.5429
C -3.287 -1.093 -0.608 0.0320
S -2.026 -0.842 0.602 1.3712
O -2.674 -0.771 1.892 -0.6126
O -0.996 -1.845 0.690 -0.8101
C -1.173 0.765 0.177 0.8853
F -2.022 1.469 -0.622 -0.2428
F -0.085 0.492 -0.567 -0.2574
C -0.790 1.662 1.391 0.6128
F -1.836 1.946 2.188 -0.2541
F -0.421 2.870 0.859 -0.3285
C 0.440 1.172 2.225 0.5275
F 0.470 1.903 3.374 -0.2867
F 1.555 1.494 1.564 -0.1829
F 0.393 -0.103 2.591 -0.0813
C -4.574 -0.331 -0.568 -0.4849
C -4.769 0.738 0.543 0.8446
Br -5.416 2.466 -0.188 -0.1149
C -5.597 0.247 1.756 -0.2960
C -7.072 -0.122 1.486 -1.2187
C -5.560 -0.574 -1.498 0.2320
N -6.837 0.087 -1.492 -0.1877
C -5.396 -1.556 -2.558 0.5963
N -6.267 -1.923 -3.527 -0.5411
S -5.421 -3.047 -4.342 0.0827
N -3.983 -3.148 -3.611 -0.3823
C -4.126 -2.240 -2.600 0.6167
H -2.870 -6.097 -0.751 0.3960
H -3.861 -4.674 -1.129 0.2424
H -2.954 -5.516 -2.414 0.2997
H -1.509 -4.106 -0.046 0.0965
H -0.763 -4.846 -1.484 0.4347
H 0.016 -3.003 -2.493 0.2043
H -3.792 1.023 0.950 -1.0653
H -5.064 -0.563 2.285 0.2056
H -5.610 1.093 2.477 0.4589
H -7.610 -0.289 2.435 0.4139
H -7.076 -1.083 0.933 0.2525
H -7.617 0.597 0.863 0.2408
H -6.671 0.961 -1.996 0.2824
H -7.462 -0.442 -2.106 0.0060
C 0.960 -4.304 -4.844 -0.5895
O 1.020 -4.984 -3.592 -0.4748
H -0.009 -3.817 -4.930 0.2820
H 1.749 -3.549 -4.891 0.2012
H 1.078 -5.019 -5.661 0.3169
H 1.885 -5.406 -3.538 0.2801
C 4.865 -4.190 -4.670 -0.4718
O 4.427 -5.547 -4.652 -0.4924
H 4.111 -3.580 -4.175 0.1479
H 5.812 -4.093 -4.135 0.2900
H 4.983 -3.852 -5.702 0.2656
H 5.100 -6.074 -5.091 0.2824
C 4.555 0.598 1.261 0.0738
O 5.369 -0.488 0.831 -0.6016
H 4.989 1.526 0.900 -0.1322
H 3.550 0.487 0.853 0.1823
H 4.515 0.618 2.354 0.1838
H 4.964 -1.294 1.162 0.3235
C -8.750 -4.904 -6.122 -0.6351
O -8.266 -3.569 -5.999 -0.3731
H -8.572 -5.422 -5.182 0.2131
H -9.823 -4.898 -6.331 0.2850
H -8.221 -5.423 -6.925 0.2767
H -8.430 -3.125 -6.837 0.2563
C 1.975 5.042 3.360 -0.6070
O 2.789 3.955 2.928 -0.1926
H 2.413 5.970 2.997 0.2899
H 0.965 4.940 2.955 0.1819
H 1.932 5.070 4.451 0.2924
H 2.384 3.149 3.259 0.0948
C 5.470 4.406 0.916 -0.2822
O 4.693 5.570 0.685 -0.5360
H 6.228 4.329 0.136 0.2510
H 5.960 4.478 1.891 0.3027
H 4.829 3.525 0.886 -0.0735
H 4.034 5.612 1.386 0.2472
C -0.052 -3.319 4.440 -0.3981
O -0.142 -2.113 5.196 -0.5541
H -0.059 -4.161 5.130 0.2027
H -0.906 -3.399 3.764 0.1637
H 0.878 -3.332 3.866 0.2638
H -0.135 -1.383 4.569 0.2901
C 7.292 -0.239 4.138 -0.3883
O 7.805 1.086 4.257 -0.4482
H 7.457 -0.763 5.076 0.2595
H 6.220 -0.201 3.930 0.0659
H 7.810 -0.764 3.333 0.2512
H 7.648 1.528 3.418 0.2635
C 7.613 7.469 -0.673 -0.5048
O 8.433 6.386 -1.109 -0.5003
H 8.048 8.399 -1.033 0.2537
H 6.606 7.357 -1.082 0.2322
H 7.574 7.486 0.418 0.2474
H 8.032 5.577 -0.780 0.2724
C -5.583 0.614 -7.069 -0.5700
O -5.927 -0.750 -6.851 -0.4643
H -5.488 0.777 -8.140 0.2255
H -6.364 1.268 -6.674 0.2669
H -4.630 0.844 -6.585 0.2319
H -6.007 -0.875 -5.898 0.2920
C 7.946 4.390 -3.777 -0.3479
O 8.941 3.419 -4.091 -0.5219
H 7.353 4.577 -4.670 0.2619
H 7.294 4.012 -2.984 0.1208
H 8.419 5.319 -3.457 0.2031
H 9.455 3.267 -3.293 0.2895
C 8.868 4.495 5.569 -0.5145
O 7.762 3.816 6.145 -0.4929
H 8.737 5.564 5.728 0.2413
H 9.798 4.173 6.045 0.2550
H 8.917 4.295 4.495 0.2097
H 7.896 2.873 5.994 0.2943
C -0.562 -6.581 7.720 -0.4963
O -1.468 -6.510 6.624 -0.4943
H -0.061 -7.546 7.689 0.2173
H 0.185 -5.786 7.645 0.2319
H -1.104 -6.488 8.664 0.2445
H -1.901 -5.652 6.668 0.2947
C -10.203 -1.548 -3.547 -0.3735
O -9.752 -0.201 -3.420 -0.5062
H -10.020 -2.062 -2.605 0.2189
H -11.274 -1.566 -3.764 0.3303
H -9.655 -2.056 -4.345 0.0754
H -9.920 0.238 -4.258 0.2866
C -1.625 5.878 -0.305 -0.4475
O -2.486 4.897 -0.871 -0.4729
H -2.201 6.786 -0.141 0.2600
H -1.230 5.525 0.652 0.1183
H -0.799 6.094 -0.987 0.2588
H -1.963 4.102 -1.009 0.2578
C 2.133 0.842 5.739 -0.4115
O 2.942 -0.228 5.263 -0.4700
H 2.561 1.782 5.394 0.1107
H 1.120 0.741 5.348 0.1071
H 2.110 0.838 6.831 0.3867
H 2.545 -1.047 5.578 0.2718
```

As for the calculated total energy: -6877.7250 Eh. As for the HOMO energy: -8.98 eV. The LUMO energy is -1.333 eV.

---

(2)
The following is a quantum chemistry calculation of 6 unconnected molecules or ions with the total composition C2H14O6, from the Open Molecules 2025 dataset.

XYZ file:
```
22
Properties=species:S:1:pos:R:3:mulliken_charge:R:1
C 3.200 0.263 -2.376 -0.8779
C 2.110 -0.568 -2.301 -0.9576
O 0.818 -0.144 -2.343 -0.4035
H 4.183 -0.122 -2.590 0.2796
H 3.232 1.323 -2.528 0.4320
H 2.315 -1.592 -1.956 0.3882
H 0.609 0.648 -2.032 0.2034
H 0.830 -0.126 2.489 0.3454
H 1.686 0.453 3.502 0.3917
O 0.780 0.310 3.274 -0.8810
H -0.738 2.707 -0.960 0.1530
H -0.153 1.406 -0.326 0.2368
O -0.471 1.854 -1.137 -0.2055
H -0.926 -0.277 0.258 0.3220
H -2.079 -0.365 1.002 0.3260
O -1.106 -0.222 1.202 -0.8197
H -1.002 -1.799 -1.221 0.3493
H -1.289 -0.608 -2.063 0.2039
O -1.622 -1.102 -1.258 -0.3801
H -2.999 -0.851 2.963 0.3233
H -1.871 -0.012 3.509 0.4067
O -2.607 -0.566 3.766 -0.8360
```

As for the multiplicity: 2. As for the net charge: -1. Its energy above the lowest of the compared OMol25 structures with the same formula, charge and spin is 59.8 kcal per mole. As for the calculated total energy: -535.9373 Eh. As for the HOMO energy (alpha / beta): 0.61 / -6.21 eV. The LUMO energy (alpha / beta) is 3.664 / 3.429 eV.

---

(3)
The following is a quantum chemistry calculation of 10 unconnected molecules or ions with the total composition C31H30F9NO30S, from the Open Molecules 2025 dataset.

XYZ file:
```
102
Properties=species:S:1:pos:R:3:mulliken_charge:R:1
O 1.639 -4.959 4.744 -0.4443
C 1.427 -3.993 4.148 0.6977
O 1.352 -2.684 4.619 -0.3786
C 1.822 -1.770 3.590 -0.0277
C 2.158 -2.815 2.476 -0.1953
N 2.344 -2.369 1.073 -0.2263
C 3.538 -2.290 0.891 0.5098
S 5.110 -2.215 0.724 -0.2883
O 1.214 -3.842 2.761 -0.4698
H 2.834 -1.474 3.929 0.1327
H 1.155 -0.923 3.364 0.2720
H 3.139 -3.287 2.752 0.4214
C 1.678 3.741 4.849 -0.1320
C 0.715 2.722 5.367 0.2733
O 1.080 1.545 4.660 -0.2233
C 2.413 1.673 4.396 0.6913
O 3.114 0.770 4.057 -0.5461
O 2.841 2.945 4.578 -0.4055
F -0.563 3.044 5.045 -0.3229
H 1.340 4.208 3.931 0.2391
H 1.893 4.522 5.584 0.3005
H 0.788 2.541 6.442 0.2591
C 1.483 -1.649 -3.562 -0.3982
C 1.870 -1.228 -2.175 0.4484
O 1.773 0.187 -2.237 -0.3041
C 0.817 0.457 -3.171 0.5769
O 0.284 1.513 -3.297 -0.5437
O 0.545 -0.631 -3.933 -0.2862
F 3.151 -1.565 -1.898 -0.3269
H 2.322 -1.635 -4.252 0.2125
H 1.024 -2.633 -3.587 0.3390
H 1.215 -1.605 -1.386 0.3254
C -0.488 2.195 -0.523 -0.2354
C -1.734 1.820 0.219 0.4917
O -1.331 1.883 1.574 -0.3338
C -0.341 2.822 1.625 0.5071
O 0.044 3.328 2.629 -0.4823
O 0.138 3.106 0.385 -0.3726
F -2.106 0.543 -0.064 -0.3200
H 0.170 1.342 -0.692 -0.0897
H -0.697 2.670 -1.476 0.4150
H -2.577 2.494 0.053 0.2785
C -4.319 2.363 7.151 -0.4190
C -4.386 3.861 7.059 0.3044
O -3.227 4.272 7.758 -0.2920
C -2.319 3.263 7.605 0.6593
O -1.159 3.369 7.823 -0.4805
O -2.914 2.125 7.161 -0.3049
F -5.478 4.346 7.701 -0.2934
H -4.759 1.982 8.075 0.2931
H -4.795 1.870 6.305 0.2581
H -4.356 4.253 6.040 0.2753
C -6.050 -0.529 -0.717 -0.3613
C -7.068 0.531 -0.415 0.3113
O -6.299 1.722 -0.458 -0.3252
C -5.284 1.478 -1.336 0.6155
O -4.605 2.322 -1.825 -0.5242
O -5.150 0.151 -1.589 -0.2027
F -7.577 0.384 0.832 -0.2957
H -5.511 -0.861 0.173 0.2700
H -6.486 -1.398 -1.208 0.2155
H -7.883 0.595 -1.139 0.3049
C 2.771 4.769 10.285 -0.4736
C 3.951 4.556 9.380 0.2953
O 3.346 4.391 8.111 -0.2331
C 2.187 5.109 8.151 0.6874
O 1.558 5.415 7.191 -0.5571
O 1.847 5.432 9.424 -0.3290
F 4.617 3.420 9.698 -0.2889
H 2.335 3.829 10.631 0.2829
H 3.012 5.384 11.150 0.2686
H 4.651 5.393 9.346 0.2825
C 2.389 -4.781 -7.710 -0.2797
C 1.139 -5.154 -6.970 0.3456
O 1.545 -5.090 -5.613 -0.3081
C 2.539 -4.158 -5.565 0.6515
O 2.932 -3.651 -4.563 -0.6156
O 3.018 -3.876 -6.802 -0.2290
F 0.758 -6.424 -7.253 -0.3027
H 3.046 -5.637 -7.880 0.2743
H 2.181 -4.301 -8.663 0.1974
H 0.299 -4.475 -7.134 0.2849
C 5.096 -1.514 -10.697 -0.4692
C 5.220 -3.002 -10.541 0.3082
O 4.191 -3.306 -9.615 -0.2416
C 3.226 -2.360 -9.802 0.6970
O 2.111 -2.448 -9.395 -0.5237
O 3.694 -1.308 -10.518 -0.3513
F 6.411 -3.344 -9.997 -0.2763
H 5.646 -0.966 -9.929 0.2861
H 5.422 -1.167 -11.677 0.2870
H 5.062 -3.568 -11.462 0.2678
C -4.029 -1.394 -4.819 -0.2814
C -3.906 -2.882 -4.651 0.2704
O -4.934 -3.180 -3.723 -0.3045
C -5.897 -2.235 -3.918 0.6644
O -7.012 -2.323 -3.509 -0.5469
O -5.431 -1.187 -4.641 -0.2951
F -2.712 -3.220 -4.105 -0.2872
H -3.479 -0.839 -4.055 0.2212
H -3.704 -1.054 -5.801 0.2899
H -4.064 -3.455 -5.568 0.2844
```

As for the calculated total energy: -4808.2860 Eh. As for the HOMO energy: -9.52 eV. The LUMO energy is 0.159 eV.

---

(4)
The following is a quantum chemistry calculation of a molecular structure, C46H65BiN4P3, from the Open Molecules 2025 dataset.

XYZ file:
```
119
Properties=species:S:1:pos:R:3:mulliken_charge:R:1
Bi 0.698 -0.137 0.569 4.2981
N 2.607 -1.332 -0.756 -0.5933
C 2.943 -2.619 -0.113 -1.1904
C 1.690 -3.257 0.443 -0.2104
N 1.001 -2.511 1.549 0.4549
C 1.846 -2.506 2.789 -1.5547
C 2.362 -1.144 3.250 0.0455
N 2.774 -0.291 2.120 -0.8597
C -0.316 -3.193 1.760 -1.3382
C -1.525 -2.273 1.689 -0.6160
N -1.414 -1.361 0.533 -0.1922
H 2.099 -1.524 -1.620 -0.6638
H 3.437 -0.800 -1.002 0.2829
H 3.705 -2.468 0.651 0.4177
H 3.371 -3.323 -0.830 0.6847
H 1.921 -4.268 0.792 0.5338
H 0.977 -3.349 -0.382 -0.4321
H 2.683 -3.190 2.633 0.3111
H 1.268 -2.918 3.614 0.6245
H 3.181 -1.317 3.951 0.6051
H 1.584 -0.608 3.793 -0.2341
H 3.597 -0.671 1.664 0.2565
H 3.044 0.626 2.465 0.1058
H -0.327 -3.701 2.723 0.4685
H -0.424 -3.967 1.001 0.6680
H -1.631 -1.667 2.586 0.2010
H -2.418 -2.895 1.609 0.6603
H -2.197 -0.713 0.528 0.1433
H -1.461 -1.892 -0.339 -0.7324
C -0.732 -1.182 -3.884 -1.7899
C 0.164 0.047 -3.796 -1.2288
P -0.079 0.982 -2.216 1.3858
C -1.702 1.740 -2.525 0.7678
C -1.873 2.759 -3.463 -1.1384
C -3.145 3.233 -3.748 -0.8354
C -4.256 2.689 -3.115 -0.8399
C -4.098 1.657 -2.201 -1.0610
C -2.824 1.190 -1.909 -0.1478
C 1.187 2.289 -2.314 1.2251
C 0.908 3.634 -2.068 -0.8828
C 1.923 4.580 -2.112 -0.6887
C 3.227 4.197 -2.391 -0.7988
C 3.520 2.859 -2.619 -0.8737
C 2.507 1.911 -2.579 -0.8547
P -0.094 -2.506 -2.762 2.3295
C 0.887 -3.537 -3.901 0.4484
C 0.287 -4.431 -4.789 -0.6666
C 1.061 -5.146 -5.690 -0.8501
C 2.440 -4.975 -5.721 -0.5778
C 3.047 -4.083 -4.849 -0.8644
C 2.271 -3.375 -3.940 -0.0844
C -1.540 -3.537 -2.337 -0.0441
C -1.318 -4.853 -1.921 -0.8780
C -2.368 -5.637 -1.467 -0.7184
C -3.656 -5.117 -1.409 -0.6466
C -3.888 -3.811 -1.813 -0.7733
C -2.837 -3.023 -2.272 -0.5639
H -0.729 -1.571 -4.903 0.9204
H -1.759 -0.908 -3.645 0.5396
H -0.089 0.769 -4.574 0.8692
H 1.216 -0.215 -3.926 0.8352
H -1.021 3.178 -3.984 0.4970
H -3.270 4.025 -4.475 0.4874
H -5.245 3.060 -3.346 0.4625
H -4.964 1.218 -1.722 0.5163
H -2.708 0.369 -1.210 0.5240
H -0.105 3.953 -1.857 0.3376
H 1.689 5.623 -1.940 0.4722
H 4.012 4.940 -2.445 0.4488
H 4.533 2.557 -2.850 0.5018
H 2.753 0.874 -2.785 0.3151
H -0.788 -4.567 -4.787 0.4575
H 0.586 -5.838 -6.373 0.4488
H 3.040 -5.535 -6.425 0.4299
H 4.119 -3.941 -4.878 0.4565
H 2.764 -2.680 -3.268 0.2639
H -0.325 -5.284 -1.992 0.5049
H -2.185 -6.663 -1.175 0.4644
H -4.476 -5.735 -1.069 0.4481
H -4.892 -3.408 -1.796 0.5021
H -3.054 -2.016 -2.604 0.4499
C -2.277 3.851 2.995 -1.5815
C -1.707 2.810 2.028 2.2677
C -1.483 3.417 0.639 -2.2580
C -2.710 1.655 1.905 -1.4193
P -0.107 2.024 2.602 1.0955
C -0.408 1.505 4.317 0.6660
C -0.482 2.427 5.364 -0.9483
C -0.772 2.006 6.653 -0.8295
C -1.003 0.663 6.919 -0.9186
C -0.935 -0.266 5.890 -0.7773
C -0.635 0.159 4.604 -0.3780
C 1.356 3.217 2.609 2.4908
C 1.996 3.145 1.213 -1.8547
C 1.018 4.688 2.881 -1.8710
C 2.353 2.755 3.687 -1.8234
H -3.178 4.267 2.539 0.5622
H -1.600 4.680 3.182 0.2975
H -2.569 3.406 3.945 0.3953
H -2.448 3.657 0.185 0.6963
H -0.981 2.712 -0.033 0.1383
H -0.899 4.335 0.676 0.2608
H -3.715 2.065 1.778 0.5892
H -2.729 1.013 2.790 0.3845
H -2.496 1.062 1.011 -0.1638
H -0.323 3.482 5.186 0.3358
H -0.825 2.733 7.453 0.5112
H -1.236 0.342 7.925 0.4402
H -1.113 -1.314 6.093 0.5111
H -0.565 -0.570 3.807 0.1858
H 1.334 3.541 0.442 -0.0345
H 2.289 2.131 0.915 0.0242
H 2.909 3.744 1.197 0.8705
H 0.406 5.135 2.102 0.3487
H 1.959 5.244 2.912 0.5352
H 0.532 4.839 3.842 0.3270
H 2.396 1.672 3.825 0.4008
H 2.099 3.163 4.663 0.3846
H 3.352 3.118 3.432 0.4929
```

As for the net charge: +3. Its energy above the lowest of the compared OMol25 structures with the same formula, charge and spin is 16.4 kcal per mole. As for the calculated total energy: -3248.6986 Eh. As for the HOMO energy: -15.14 eV. The LUMO energy is -8.440 eV.

---

(5)
The following is a quantum chemistry calculation of C18H20Cl2N4OS in the gas phase, from the Open Molecules 2025 dataset.

XYZ file:
```
46
Properties=species:S:1:pos:R:3:mulliken_charge:R:1
C -4.416 3.347 -2.160 -0.7765
H -3.964 3.967 -1.377 0.3384
O -3.464 2.504 -2.755 -0.2136
C -2.418 3.206 -3.382 -0.4978
C -1.378 2.201 -3.895 -1.2003
N -0.597 1.647 -2.824 0.1936
C -0.930 0.551 -2.082 0.3893
C 0.009 0.426 -1.071 1.2950
C 0.939 1.490 -1.237 -1.0582
C 0.534 2.231 -2.306 0.6730
C 1.160 3.445 -2.898 -1.5721
H 2.032 3.715 -2.309 0.3790
H 0.473 4.292 -2.907 0.3037
H 1.485 3.260 -3.923 0.3024
H 1.787 1.666 -0.609 0.4933
C 0.083 -0.536 0.003 0.1164
N 1.236 -0.792 0.496 -0.9070
N 1.347 -1.598 1.585 0.2583
C 0.480 -1.696 2.632 0.4647
N 0.753 -2.141 3.792 -0.5094
C 1.873 -2.811 4.195 -0.2164
C 2.537 -2.384 5.351 -0.4637
C 3.607 -3.081 5.869 -0.6942
C 4.030 -4.246 5.246 0.4393
C 3.385 -4.716 4.114 -0.7607
C 2.323 -3.999 3.596 0.9279
Cl 1.507 -4.621 2.199 -0.1926
H 3.706 -5.629 3.638 0.4192
Cl 5.369 -5.131 5.887 -0.2204
H 4.111 -2.729 6.756 0.4042
H 2.189 -1.482 5.828 0.4331
S -1.123 -1.012 2.401 -0.2179
C -1.168 -1.147 0.572 -0.9765
H -1.236 -2.210 0.328 0.4528
H -2.067 -0.625 0.261 0.4314
H 2.312 -1.837 1.785 0.2890
C -2.055 -0.337 -2.482 -1.8636
H -2.051 -1.247 -1.893 0.4302
H -3.010 0.172 -2.360 0.2960
H -1.956 -0.620 -3.531 0.4142
H -1.906 1.401 -4.417 0.3530
H -0.713 2.707 -4.598 0.4767
H -2.810 3.795 -4.227 0.4345
H -1.949 3.900 -2.667 0.4054
H -4.884 4.004 -2.904 0.2934
H -5.173 2.701 -1.720 0.2337
```

Its energy above the lowest of the compared OMol25 structures with the same formula, charge and spin is 2.7 kcal per mole. As for the calculated total energy: -2310.7135 Eh. As for the HOMO energy: -7.56 eV. The LUMO energy is 0.514 eV.

---

Number 1: strongest force on any atom 3.45 eV/Å. Number 2: strongest force on any atom 7.65 eV/Å. Number 3: strongest force on any atom 4.94 eV/Å. Number 4: strongest force on any atom 0.23 eV/Å. Number 5: strongest force on any atom 1.05 eV/Å.